Record 1
Here is C55H68FN9O7P2SSi2 as an isolated structure from OMol25. Energies are from ωB97M-V with the def2-TZVPD basis set.

The geometry in ORCA input format:
```
! wB97M-V def2-TZVPD RIJCOSX def2/J DEFGRID3
* xyz 0 1
Si 0.307 -2.295 1.754
C 6.532 -4.790 -0.371
C -7.665 -0.663 1.020
P -0.815 -3.665 0.459
O -2.795 -1.139 -0.501
H 10.146 -4.121 -7.835
C 5.211 -5.149 -5.003
H -3.847 2.628 5.381
C 8.833 -4.621 0.213
N 3.475 -4.815 -3.369
H 9.765 2.546 -1.552
O 2.722 -4.085 2.099
C -6.216 -1.689 3.116
H -7.493 -1.653 0.481
C 2.466 -1.660 -0.327
C 9.258 -3.503 -7.877
C 2.595 0.996 0.588
H 10.399 1.595 0.668
H 8.204 -0.333 -8.419
H -3.948 -2.437 1.775
C 3.526 -0.809 -1.096
O 0.811 -4.729 3.596
H -14.130 -2.533 -2.514
N 1.641 0.192 1.255
C 2.074 7.074 0.402
H 7.354 3.014 -1.998
H -0.790 5.781 0.778
H -4.757 -0.006 3.080
N -10.772 -1.658 -0.787
H 2.315 10.796 -0.335
C -2.027 -0.231 0.361
C -11.989 -2.465 -2.701
C -5.164 5.734 5.510
H -4.881 -1.759 -0.379
H -9.187 2.747 0.756
C 8.177 -1.394 -8.201
H 7.062 -3.869 2.833
C -8.102 2.034 2.678
C -13.175 -1.794 -0.734
H -2.555 5.395 2.422
H 4.212 6.977 0.198
H -9.850 -2.264 -2.520
C -11.949 -1.494 -0.162
S 1.597 -3.592 2.996
H 2.670 2.079 0.982
N -2.312 0.871 3.100
F 2.236 -2.565 4.182
H -2.074 0.750 4.095
C -0.490 5.055 1.617
H -3.103 -2.668 3.385
H 5.407 -7.453 -2.531
C -8.636 1.864 1.232
C 3.430 8.965 -0.101
H -2.572 0.790 0.271
H 5.746 -4.996 -1.089
C 7.257 -4.165 1.807
H -1.439 4.499 3.580
H 6.554 -6.790 -4.646
C -13.190 -2.288 -2.031
C -7.317 0.825 3.276
C -7.084 -0.492 2.450
O -0.614 -1.376 2.868
C 3.587 0.667 -0.544
H 4.339 1.422 -0.973
O 0.800 -4.221 -2.202
C 7.056 1.849 1.021
C 9.014 2.339 -0.800
H 2.352 -2.763 -0.639
H 6.035 -1.487 -7.977
H -3.424 3.015 2.160
H -11.964 -2.848 -3.713
N 0.940 7.797 0.385
H -6.885 0.905 4.335
C 8.006 -4.050 -7.651
C 6.217 -4.419 0.928
C 1.065 9.108 0.123
C 4.109 -4.474 -4.504
C -1.767 4.567 2.488
N 6.692 2.362 -0.165
H 4.199 -1.204 -1.921
H -2.241 -3.449 0.623
H 3.426 -6.126 -1.788
C 6.972 -2.034 -7.957
N 8.556 -4.259 1.476
C 7.866 -4.893 -0.741
H -0.897 2.428 3.467
C -4.204 -0.824 -0.476
Si -2.065 -0.689 2.217
H -11.885 -1.102 0.848
C -8.447 0.548 0.427
H 4.397 9.418 -0.290
H 5.681 -4.830 -5.925
H -6.694 -1.995 4.108
C -10.816 -2.139 -2.039
C -4.734 -1.086 3.443
C -5.984 5.617 4.397
H -6.190 -2.595 2.422
N -5.231 3.357 4.050
H -0.969 -0.023 -0.063
H 0.135 9.668 0.117
H 6.241 1.667 1.715
O -0.238 -1.615 -2.039
H -0.012 4.151 1.086
H -8.218 2.983 3.312
C 2.276 9.734 -0.126
C 7.676 2.597 -1.049
H 7.889 -5.107 -7.430
H 5.186 -4.329 1.251
H -4.553 -1.076 4.577
H -4.533 -0.330 -1.471
C -5.983 4.415 3.707
C 9.341 -2.147 -8.158
H 3.697 -3.615 -5.023
C 9.361 1.810 0.435
H -0.578 1.579 1.874
O -1.778 -3.675 -2.433
H 1.946 6.018 0.615
C 3.959 -5.873 -2.699
H 10.303 -1.682 -8.343
H -2.222 3.216 0.764
H 8.147 -5.180 -1.747
H -3.726 4.712 6.751
C -2.305 3.144 1.901
H -6.609 6.439 4.073
H 0.318 5.509 2.300
H -6.608 4.273 2.832
H -8.876 0.423 -0.628
C 3.332 7.607 0.169
H 1.466 -3.691 -2.708
C -4.445 3.498 5.129
C 5.692 -6.237 -4.289
C 8.366 1.559 1.367
H -0.981 -1.277 -2.605
C 5.057 -6.609 -3.113
H -4.529 -0.108 0.351
C 1.561 -1.160 0.812
C -4.377 4.655 5.888
H 9.889 -4.692 -0.026
H -14.094 -1.644 -0.181
C -1.421 1.952 2.550
C -3.545 -1.857 2.685
H 8.601 1.148 2.341
N 6.864 -3.344 -7.685
H -5.137 6.658 6.078
P -0.494 -3.251 -1.670
*
```

Calculated values
LUMO level   -0.3 eV
E_HOMO   -8.12 eV
HOMO-LUMO gap   7.8 eV

Record 2
Here is C50H70BN7O2PdSi as an isolated structure from OMol25. Energies are from ωB97M-V with the def2-TZVPD basis set.

The geometry in ORCA input format:
```
! wB97M-V def2-TZVPD RIJCOSX def2/J DEFGRID3
* xyz -2 1
H 1.742 4.908 -4.502
H 3.390 6.222 -0.907
C 2.619 4.859 0.617
H -0.906 4.467 -3.063
H -0.224 4.058 -6.007
C -3.110 -0.914 0.061
C 2.324 -4.162 1.726
H -3.099 -4.867 -3.054
C 2.826 -0.069 1.907
C 2.600 -0.159 3.416
C 3.621 -4.565 2.040
H -3.069 5.228 -2.041
C -5.144 0.589 0.100
N 0.392 2.306 -2.251
C -3.153 5.698 -1.060
C -0.928 4.186 -5.180
C 2.425 1.263 1.354
Si 0.257 -2.807 0.071
H 5.667 -4.676 1.378
N 1.437 1.365 0.488
H 0.554 1.769 -5.452
H 1.530 -4.347 2.443
H 3.821 -5.050 2.991
C -1.937 2.379 6.501
Pd 0.035 -0.539 -0.115
C 2.010 -3.524 0.518
C -1.616 1.261 5.505
H 0.840 -0.610 -6.059
O -0.424 2.685 2.601
C -0.189 4.181 -3.839
C -3.256 2.944 0.434
C -2.076 1.826 4.135
C 4.659 -4.351 1.143
C 0.218 -5.460 -3.300
H -1.366 5.539 1.910
H 0.943 -5.985 -3.915
H -1.104 5.419 -0.546
H -0.362 -2.588 -4.009
H -3.317 -1.022 -1.008
C 3.095 -3.279 -0.343
C -2.180 5.850 1.254
C 2.292 3.398 0.773
C -0.995 1.580 3.090
C -1.779 3.629 5.639
C -1.175 -2.863 2.576
C 1.472 5.813 0.953
C -2.480 -4.642 3.552
H -2.265 4.520 6.034
H 1.704 -2.046 -5.500
H 5.193 -3.487 -0.750
C -2.070 5.172 -0.113
H -3.124 5.579 1.736
C -2.040 -4.837 -2.817
H -2.113 0.323 5.741
H -2.275 -2.683 4.414
H -1.658 3.378 -5.230
H 2.167 -0.794 1.414
C -0.446 -1.514 -3.817
C 1.524 -0.988 -5.293
C 3.005 2.530 1.568
C 0.768 0.627 -3.530
C -3.714 0.377 0.603
C -0.239 -4.017 -1.375
H -3.490 -1.789 0.594
H -0.715 3.851 5.514
H 3.401 5.041 1.361
B 0.242 3.070 -0.907
H -1.275 2.372 7.368
H 3.835 2.792 2.209
N 1.342 2.671 0.121
O -0.689 0.468 2.771
C -2.163 3.677 0.016
H -5.634 1.447 0.569
C 0.919 -0.821 -3.902
H -1.131 -1.074 -4.551
C 4.387 -3.697 -0.054
H 1.310 5.425 -2.866
C -2.871 1.593 0.281
H -3.072 6.782 -1.184
H -0.854 -1.378 -2.813
H -0.830 -1.834 2.595
H 2.564 4.786 -1.548
H 4.425 -0.359 0.471
H -0.543 1.062 5.481
H 4.539 -1.396 1.898
N 0.658 0.982 -2.265
C 4.277 -0.392 1.553
C -0.792 -3.662 1.489
H -2.143 6.939 1.156
H -2.971 1.319 3.777
H -3.330 3.456 4.294
H -3.759 0.292 1.698
C 0.299 2.793 -3.511
H 2.914 -2.715 -1.255
H -1.445 5.138 -5.324
C -1.277 -4.977 1.489
H -0.994 3.418 2.910
C -1.131 -5.524 -3.618
C -2.113 -5.462 2.492
H -1.000 -5.643 0.676
N -1.630 1.525 -0.181
N -2.339 3.267 4.330
H 3.120 0.651 3.943
H 0.663 5.727 0.233
C 3.223 5.149 -0.760
H -3.136 -5.013 4.332
H 4.176 4.629 -0.870
H -2.483 -6.481 2.442
N -1.196 2.798 -0.339
H -2.970 2.301 6.853
H -4.204 3.329 0.780
H 0.338 4.244 -1.149
H 0.534 6.187 -4.257
C 0.649 -4.720 -2.200
H -2.325 -3.564 -1.125
H 1.569 -1.288 -3.156
H 1.710 -4.697 -1.978
C -1.996 -3.339 3.594
H -1.473 -6.103 -4.469
H 2.473 -0.453 -5.390
H 1.534 -0.098 3.642
C -1.597 -4.104 -1.726
C 0.548 1.741 -4.374
H 2.975 -1.114 3.796
H -5.135 0.753 -0.980
H -2.008 -0.871 0.187
H -5.747 -0.300 0.304
C 0.918 5.239 -3.865
H -4.147 5.469 -0.668
H 1.068 5.587 1.942
H 1.823 6.849 0.951
H 4.965 0.327 2.015
*
```

Calculated values
LUMO level   3.8 eV
E_HOMO   0.39 eV
Relative energy (zero: lowest compared OMol25 entry of this formula, charge and spin)   15.2 kcal per mole
HOMO-LUMO gap   3.4 eV

Record 3
Here is a 2-piece molecular cluster, H4N2O2Si overall from OMol25. Energies are from ωB97M-V with the def2-TZVPD basis set.

The geometry in ORCA input format:
```
! wB97M-V def2-TZVPD RIJCOSX def2/J DEFGRID3
* xyz 0 3
N -0.422 0.289 -1.557
O -1.060 1.300 -1.880
N 0.309 -1.060 1.056
Si 0.373 0.582 0.766
H -0.778 1.386 0.957
H 0.513 -1.560 0.241
H -0.427 -1.293 1.666
H 1.815 1.174 0.837
O -0.323 -0.818 -2.087
*
```

Calculated values
⟨S²⟩   2.01
LUMO level (spin up / spin down)   -0.8 / -1.9 eV
E_HOMO (spin up / spin down)   -6.06 / -9.54 eV
HOMO-LUMO gap (spin up / spin down)   5.3 / 7.7 eV

Record 4
Here is a 18-piece molecular cluster, C27H71IN17O36 overall from OMol25. Energies are from ωB97M-V with the def2-TZVPD basis set.

The geometry in ORCA input format:
```
! wB97M-V def2-TZVPD RIJCOSX def2/J DEFGRID3
* xyz -1 1
H 4.150 -6.758 3.520
N -7.508 -3.213 4.290
C -13.018 -3.054 2.143
C 4.354 -6.040 4.308
H -0.256 -0.151 -4.658
O -6.321 -3.153 4.057
N -14.401 -2.775 1.680
C -0.717 0.695 -5.197
H 4.711 -6.072 9.010
H -12.351 -2.390 1.600
H -2.265 -2.422 -1.775
O 2.285 -5.253 3.642
C -0.244 2.103 -4.662
H -12.984 -2.858 3.208
H 4.450 -6.540 5.269
H -4.427 1.872 2.761
C 7.619 6.035 -6.969
O 5.438 7.544 -8.545
O 4.829 -7.832 10.650
C 4.268 -9.647 7.865
H -3.162 1.031 -8.826
H 5.441 6.921 -11.473
H 2.928 5.679 -1.783
H 5.777 0.721 -4.760
O -4.057 -1.374 -3.311
H 5.242 -5.459 4.076
O -12.137 -1.423 4.680
H 9.700 -4.184 11.930
O -4.698 0.572 4.982
O 9.247 7.424 -6.107
O -6.740 1.018 4.477
H 5.265 -10.035 7.685
H -4.927 -0.939 -7.459
O -2.218 -2.485 -6.821
O 7.692 -4.978 9.852
H 2.296 3.659 -3.183
H 0.077 0.280 1.915
O -2.608 -0.394 -7.130
C 1.551 4.470 -3.081
H -8.566 -2.372 5.878
I 0.145 4.057 -1.421
O -1.532 7.278 -2.306
O -8.224 -4.157 4.038
C 4.814 -5.610 9.985
C -8.145 -2.038 4.937
C 5.875 1.539 -4.024
H -7.388 -1.277 5.101
H -0.339 4.748 -4.158
O -2.156 0.678 1.150
H 4.201 7.842 -10.569
O 0.983 2.403 -5.280
H -4.039 2.451 -8.170
H 6.605 -1.623 3.657
H 2.777 4.364 -6.970
C 3.503 2.757 -5.627
C -0.165 1.313 2.135
H -3.009 2.626 -9.621
H 6.813 1.501 -3.438
H 3.999 -9.737 8.914
N -1.546 1.586 1.670
O 1.536 -0.588 3.973
H -2.023 6.807 0.181
H 4.042 6.068 -10.741
N 0.499 -1.080 4.365
C 2.338 5.780 -2.716
H 3.364 2.447 -4.570
O -0.545 -0.484 4.508
H -2.967 8.225 -0.385
H 3.220 1.931 -6.309
H -6.037 1.329 2.203
O -5.672 0.890 -9.438
H -12.785 0.785 5.341
N 6.657 -3.566 2.860
O 4.919 2.982 -5.838
H -0.223 -3.014 4.054
O -3.300 6.053 -2.416
C -2.240 -2.695 -2.827
H 7.743 6.437 -7.963
H -4.460 -2.539 -8.108
N 8.289 -4.073 10.398
O -10.653 -1.395 6.234
H -1.825 0.685 -5.152
H 0.955 5.801 -4.720
C -2.854 7.145 -0.434
O 6.307 -4.293 1.954
H 0.232 -2.624 5.744
N 4.255 -8.203 7.528
H 3.538 -10.138 7.226
N -2.536 6.794 -1.840
N 3.214 -5.097 4.403
H -11.112 1.124 5.879
N -2.952 -1.550 -7.055
H 8.235 5.150 -6.823
H -8.919 -1.676 4.267
C -11.975 0.473 5.992
O 3.291 -4.225 5.242
H 5.739 -5.033 10.046
H -1.969 -3.738 -2.952
N -5.565 0.870 4.198
H -1.056 2.812 -4.900
N -11.555 -0.896 5.602
H -3.774 6.645 -0.152
H 5.097 3.587 -3.893
C 4.735 6.900 -10.647
H 6.621 3.467 -4.836
H 3.097 4.840 -5.283
O -15.020 -3.684 1.174
H -0.463 0.670 -6.273
C 0.506 -2.527 4.697
H -0.051 1.978 -3.577
O 5.007 -6.318 12.165
H -0.137 1.497 3.203
C -5.159 1.068 2.784
H -4.752 -2.331 -6.348
N 8.090 7.068 -6.010
O -1.972 2.706 1.842
O 5.288 -7.707 7.130
N 5.512 6.692 -9.400
H 1.498 -2.920 4.520
N -4.837 1.630 -9.917
H 10.328 -3.639 10.341
H -12.303 0.431 7.027
O -4.887 2.110 -11.027
C 6.223 -2.147 2.788
H 5.058 1.377 -3.285
H -4.726 0.135 2.433
H 6.577 5.816 -6.768
H 9.932 -5.364 10.605
O 7.847 -2.969 10.602
H 6.629 -1.727 1.871
H 3.947 -4.994 10.214
H 3.072 6.024 -3.517
O 3.209 -7.614 7.674
H -1.567 -2.048 -3.386
O 6.169 5.675 -9.328
C 2.654 4.038 -5.914
O 7.324 -3.900 3.815
C 0.741 4.751 -4.420
C -3.666 1.963 -9.067
H 1.657 6.656 -2.672
N 4.888 -6.675 11.016
C -4.390 -1.862 -7.261
O 7.297 7.487 -5.198
H -12.785 -4.093 1.933
C 1.094 3.820 -5.629
C 5.652 2.963 -4.632
C 9.675 -4.340 10.855
N -3.605 -2.492 -3.373
H 5.136 -2.137 2.776
O -14.817 -1.650 1.844
O -4.177 -3.452 -3.846
H 0.498 1.989 1.598
*
```

Calculated values
LUMO level   0.6 eV
E_HOMO   -1.63 eV
HOMO-LUMO gap   2.3 eV

Record 5
Here is C7H6NO6Sm as an isolated structure from OMol25. Energies are from ωB97M-V with the def2-TZVPD basis set.

The geometry in ORCA input format:
```
! wB97M-V def2-TZVPD RIJCOSX def2/J DEFGRID3
* xyz 2 6
O 1.007 1.989 1.148
O 2.141 -2.295 1.695
H 1.106 1.213 4.261
Sm 0.337 0.296 -0.071
C -0.815 -1.736 -1.190
C -1.806 -0.025 1.532
C 1.377 -1.579 1.158
C 1.216 2.059 2.410
C 1.825 3.343 2.802
O -1.107 -2.595 -1.891
O -2.620 0.031 2.331
H 1.600 -0.078 -1.455
C -1.076 1.501 -1.629
O 1.880 1.906 -5.058
H 1.995 3.391 3.895
H 0.482 0.164 2.996
H 2.748 3.417 2.203
C 1.219 1.734 -4.136
O -1.456 2.239 -2.430
N 0.907 1.076 3.253
H 1.133 4.112 2.423
*
```

Calculated values
⟨S²⟩   8.77
LUMO level (spin up / spin down)   -9.6 / -9.4 eV
E_HOMO (spin up / spin down)   -16.86 / -16.83 eV
Relative energy (zero: lowest compared OMol25 entry of this formula, charge and spin)   23.2 kcal per mole
HOMO-LUMO gap (spin up / spin down)   7.3 / 7.4 eV

Record 6
Here is an isolated ion of composition CH6NO and charge +1 from OMol25. Energies are from ωB97M-V with the def2-TZVPD basis set.

The geometry in ORCA input format:
```
! wB97M-V def2-TZVPD RIJCOSX def2/J DEFGRID3
* xyz 1 1
H 0.810 0.008 -1.254
H 0.727 1.202 0.136
N -0.940 0.255 0.095
H -1.443 0.894 -0.486
O 0.943 -1.016 0.556
C 0.467 0.200 -0.236
H -1.324 -0.675 -0.084
H 1.772 -1.235 0.128
H -1.012 0.368 1.145
*
```

Calculated values
LUMO level   -4.1 eV
E_HOMO   -16.55 eV
Relative energy (zero: lowest compared OMol25 entry of this formula, charge and spin)   18.2 kcal per mole
HOMO-LUMO gap   12.4 eV